No. 1
# C29H41BF2N2O14

A cluster of 3 separate species, C29H41BF2N2O14 in total at a distorted geometry (the ωB97M-V functional and the def2-TZVPD basis, the OMol25 dataset).

XYZ file:
```
89
Properties=species:S:1:pos:R:3:mulliken_charge:R:1
C 5.93 -7.18 -0.82 -0.8843
C 5.17 -6.11 0.15 -0.2898
O 5.74 -4.77 0.09 -0.4464
C 4.71 -3.92 -0.49 0.2371
C 4.91 -3.45 -1.84 -0.9827
N 6.16 -3.87 -2.50 0.6347
C 7.33 -3.08 -2.09 0.5128
O 7.18 -1.93 -1.59 -0.4211
F 8.66 -3.58 -2.19 -0.2326
C 6.05 -4.03 -3.95 0.6484
O 6.69 -3.29 -4.74 -0.4842
F 5.25 -5.05 -4.58 -0.2275
C 3.78 -2.51 -2.42 0.7727
O 3.46 -2.35 -3.63 -0.6125
C 2.89 -1.69 -1.34 0.2792
O 2.24 -0.46 -1.77 -0.3225
C 0.99 -0.79 -2.45 0.0930
O 0.76 -0.38 -3.62 -0.5064
C -0.19 -1.64 -1.77 0.5748
C -0.09 -3.13 -1.31 0.0589
C -1.21 -3.95 -0.61 -0.5473
C -2.56 -3.21 -0.34 -0.4411
C -2.71 -1.72 -0.83 -0.4177
C -1.56 -0.92 -1.53 -0.4709
C 2.72 -2.13 0.03 0.3554
B 1.85 -1.30 1.13 0.5939
N 1.77 0.20 1.15 -0.3691
O 1.09 -2.00 2.15 -0.6345
C 3.45 -3.53 0.40 0.3183
O 2.97 -4.22 1.34 -0.5602
H 5.13 -7.93 -1.19 0.2868
H 6.29 -6.60 -1.73 0.2166
H 6.76 -7.73 -0.24 0.2816
H 5.20 -6.45 1.24 0.3800
H 4.06 -6.14 -0.18 0.2112
H 0.92 -3.66 -1.49 0.3272
H -0.98 -5.03 -0.30 0.3215
H -3.42 -3.74 0.20 0.3518
H -3.69 -1.16 -0.65 0.3784
H -1.69 0.17 -1.88 0.3123
H 2.58 0.63 0.68 0.1928
H 1.64 0.54 2.12 0.2069
H 0.16 -1.64 2.14 0.3033
C 2.07 5.16 4.34 -0.7686
O 2.25 5.48 2.97 -0.2128
C 2.41 6.88 2.76 -0.6015
C 3.07 7.14 1.41 -0.3577
O 4.49 6.97 1.44 -0.4773
C 4.96 5.63 1.50 -0.3834
C 4.80 4.88 0.18 -0.5848
O 3.46 4.41 0.04 -0.2252
C 3.15 4.08 -1.30 -0.8275
H 1.18 5.66 4.73 0.3175
H 1.94 4.08 4.42 0.2089
H 2.96 5.45 4.91 0.3264
H 3.03 7.31 3.56 0.3637
H 1.42 7.33 2.78 0.4208
H 2.91 8.19 1.16 0.3891
H 2.62 6.55 0.61 0.1596
H 4.50 5.09 2.34 0.1646
H 6.03 5.70 1.72 0.3972
H 5.46 4.00 0.17 0.4285
H 5.06 5.54 -0.65 0.3492
H 3.23 4.97 -1.94 0.3594
H 2.12 3.73 -1.34 0.2232
H 3.81 3.29 -1.67 0.3280
C -7.99 3.39 0.85 -0.7675
O -8.24 2.15 0.21 -0.2524
C -7.12 1.69 -0.54 -0.5892
C -7.23 0.19 -0.80 -0.4548
O -6.82 -0.60 0.31 -0.3869
C -7.72 -0.64 1.42 -0.4335
C -8.96 -1.48 1.16 -0.5907
O -9.91 -0.74 0.40 -0.2549
C -10.87 -1.58 -0.22 -0.7717
H -7.75 4.16 0.11 0.3151
H -8.89 3.68 1.39 0.2336
H -7.17 3.28 1.56 0.3241
H -6.19 1.90 -0.01 0.3476
H -7.12 2.23 -1.50 0.4272
H -6.54 -0.06 -1.61 0.4162
H -8.23 -0.09 -1.14 0.2022
H -7.97 0.37 1.75 0.1947
H -7.15 -1.11 2.23 0.3966
H -9.42 -1.76 2.11 0.4289
H -8.67 -2.39 0.61 0.3455
H -10.38 -2.25 -0.93 0.3261
H -11.57 -0.95 -0.77 0.2345
H -11.42 -2.15 0.53 0.3134
```

Output
Molecular weight = 690.45 g/mol
SMILES = CCOC1=C(N(C(=O)F)C(=O)F)C(=O)C(OC(=O)c2ccccc2)=C(B(N)O)C1=O.COCCOCCOC.COCCOCCOC
HOMO level = -9.3 eV
LUMO level = -2.18 eV
Gap between HOMO and LUMO = 7.116 eV
Energy = -68482.825 eV

No. 2
# C6H11N2OS

The ion C6H11N2OS with charge +1 at a distorted geometry (the ωB97M-V functional and the def2-TZVPD basis, the OMol25 dataset).

XYZ file:
```
21
Properties=species:S:1:pos:R:3:nbo_charge:R:1
C 3.04 -1.11 0.45 0.1598
C 3.40 0.15 0.07 -0.3700
C 1.08 -0.41 0.04 0.0319
C -1.00 1.73 0.85 -0.6219
C -1.30 0.83 -0.30 -0.4078
C -0.42 -0.53 -0.31 0.3519
N 1.79 -1.40 0.41 -0.5749
N -0.73 -1.48 -1.49 -0.7279
O -0.85 -1.42 0.69 -0.7066
S 1.99 1.02 -0.41 0.3543
H 3.77 -1.91 0.46 0.2307
H 4.42 0.65 0.03 0.2751
H -1.16 1.06 1.77 0.2339
H 0.08 2.09 0.76 0.2217
H -1.65 2.53 0.94 0.2449
H -1.08 1.30 -1.28 0.2101
H -2.33 0.54 -0.48 0.2317
H -0.18 -1.37 -2.36 0.4317
H -1.69 -1.38 -1.86 0.4544
H -0.44 -2.48 -1.20 0.4734
H 0.03 -1.74 1.03 0.5036
```

Output
Molecular weight = 159.23 g/mol
HOMO level (alpha / beta) = -9.7 / -14.1 eV
LUMO level (alpha / beta) = -3.38 / -6.74 eV
Energy above the lowest of the compared OMol25 structures with the same formula, charge and spin = 0.0 kcal/mol
Total charge = +1
Gap between HOMO and LUMO (alpha / beta) = 6.351 / 7.401 eV
Energy = -22251.897 eV
Spin multiplicity = 3

No. 3
# C3H24NO13

A cluster of 11 separate species, C3H24NO13 in total at a distorted geometry (the ωB97M-V functional and the def2-TZVPD basis, the OMol25 dataset).

XYZ file:
```
41
Properties=species:S:1:pos:R:3:nbo_charge:R:1
O 1.51 -1.96 -0.35 -0.7468
C 0.90 -0.91 -0.07 0.7422
N -0.34 -0.74 -0.58 -0.7039
C -1.25 0.35 -0.22 0.9156
O -1.19 0.73 0.96 -0.7726
O -2.03 0.68 -1.12 -0.7683
C 1.60 0.15 0.74 -0.7428
H -0.64 -1.33 -1.34 0.4384
H 1.08 1.12 0.78 0.2595
H 2.59 0.38 0.33 0.2493
H 1.76 -0.14 1.81 0.2594
H -0.65 -0.39 2.21 0.5012
H -1.05 -1.82 2.46 0.4959
O -0.36 -1.16 2.74 -1.0345
H -2.15 3.70 -0.66 0.4930
H -2.52 2.39 -1.26 0.4942
O -2.45 3.31 -1.48 -0.9877
H 0.96 -2.62 -1.91 0.4921
H 0.94 -2.02 -3.28 0.4610
O 0.48 -2.58 -2.75 -0.9739
H -2.04 -2.46 0.81 0.4647
H -1.29 -3.64 1.42 0.5063
O -2.02 -2.96 1.58 -0.9770
H -1.33 2.45 1.15 0.5065
H -0.76 3.57 2.04 0.4778
O -1.31 3.41 1.24 -1.0036
H -1.28 2.67 -2.68 0.5011
H -1.15 1.25 -2.60 0.4959
O -0.71 2.00 -3.07 -0.9989
H 0.50 3.71 0.30 0.4742
H 1.53 2.97 -0.61 0.4900
O 1.45 3.67 0.12 -1.0203
H 1.11 -2.15 2.63 0.4966
H 2.15 -2.49 1.61 0.4810
O 1.85 -2.70 2.52 -0.9846
H 0.74 1.90 -2.22 0.5101
H 2.26 2.09 -2.43 0.4727
O 1.62 1.82 -1.81 -0.9833
H 0.78 -4.06 1.71 0.5052
H 0.51 -3.84 0.26 0.4850
O 0.19 -4.35 0.98 -0.9708
```

Output
Molecular weight = 282.22 g/mol
HOMO level = -7.5 eV
LUMO level = 2.84 eV
Energy above the lowest of the compared OMol25 structures with the same formula, charge and spin = 9.5 kcal/mol
Total charge = -1
Gap between HOMO and LUMO = 10.340 eV
Energy = -31614.231 eV